# 1
# C16H23Br9Cl2O6

A molecular structure, C16H23Br9Cl2O6 in a non-equilibrium geometry (ωB97M-V with the def2-TZVPD basis set, the OMol25 dataset).

Geometry (Å):
O: -22.121 -18.429 22.143
C: -21.998 -17.404 22.797
O: -20.783 -16.877 22.943
C: -20.851 -15.665 23.703
C: -22.378 -15.223 23.748
C: -23.140 -16.467 23.174
H: -20.147 -14.960 23.260
H: -20.542 -16.034 24.681
H: -22.644 -14.452 23.025
H: -22.782 -14.860 24.693
H: -23.704 -16.195 22.281
H: -23.783 -16.894 23.943
O: -15.233 -21.377 18.581
C: -15.232 -20.975 17.443
O: -13.998 -20.774 16.781
C: -14.180 -20.210 15.500
C: -15.662 -20.542 15.141
C: -16.356 -20.600 16.499
H: -13.327 -20.352 14.837
H: -14.076 -19.127 15.577
H: -15.867 -21.407 14.510
H: -16.068 -19.749 14.512
H: -16.917 -21.534 16.484
H: -16.959 -19.792 16.915
O: -19.932 -16.132 19.245
C: -19.673 -17.278 19.070
O: -19.673 -17.783 17.854
C: -19.580 -19.158 17.901
C: -18.800 -19.455 19.204
C: -19.193 -18.249 20.083
H: -19.011 -19.428 17.012
H: -20.579 -19.577 17.781
H: -17.754 -19.691 19.008
H: -19.376 -20.337 19.484
H: -18.494 -17.762 20.763
H: -20.060 -18.507 20.691
C: -20.746 -21.143 13.302
Cl: -20.376 -20.440 14.938
Cl: -22.095 -20.313 12.404
H: -19.903 -21.269 12.622
H: -21.079 -22.170 13.445
C: -23.025 -17.652 17.511
Br: -22.827 -18.130 15.572
Br: -22.748 -19.227 18.727
Br: -24.860 -16.885 17.976
H: -22.238 -16.928 17.724
C: -15.887 -14.942 20.509
Br: -15.698 -16.343 18.975
Br: -17.372 -15.424 21.802
Br: -16.387 -13.186 19.759
H: -14.933 -14.790 21.014
C: -18.721 -16.657 13.882
Br: -19.717 -17.885 12.653
Br: -17.321 -15.665 12.959
Br: -17.628 -17.622 15.247
H: -19.552 -16.096 14.311

The HOMO-LUMO gap comes out at 0.336 Ha. The value obtained for the total energy is -684674.313 eV. The LUMO energy is -0.77 eV. As for the net charge: 0. The calculation puts the HOMO energy at -9.913 eV.

Atomic partial charges in e from the Löwdin method, atoms 1 to 5: 0.060 -0.472 0.004 -0.118 -0.114

# 2
# C16H23F3N3O6PS

2 unconnected molecules or ions with the total composition C16H23F3N3O6PS in a non-equilibrium geometry (ωB97M-V with the def2-TZVPD basis set, the OMol25 dataset).

Geometry (Å):
C: -1.687 -1.512 -3.531
C: -1.444 -1.494 -2.015
C: -2.763 -1.666 -1.256
P: -0.460 -0.051 -1.309
C: 1.077 -0.297 -2.372
C: 1.623 -1.726 -2.295
C: 2.161 0.716 -2.000
C: -1.207 1.318 -2.385
C: -0.594 2.681 -2.045
C: -2.735 1.439 -2.353
H: -2.202 -2.456 -3.761
H: -2.341 -0.697 -3.866
H: -0.765 -1.482 -4.124
H: -0.808 -2.361 -1.773
H: -3.206 -2.626 -1.551
H: -2.602 -1.671 -0.170
H: -3.489 -0.881 -1.498
H: 0.736 -0.092 -3.400
H: 2.635 -1.747 -2.724
H: 1.684 -2.066 -1.250
H: 1.022 -2.441 -2.872
H: 3.118 0.399 -2.440
H: 1.953 1.718 -2.391
H: 2.295 0.785 -0.911
H: -0.900 1.036 -3.406
H: -1.213 3.467 -2.502
H: -0.576 2.848 -0.957
H: 0.420 2.807 -2.439
H: -3.009 2.390 -2.835
H: -3.264 0.654 -2.905
H: -3.111 1.461 -1.320
O: 1.320 3.220 2.142
S: 2.161 2.042 2.212
O: 3.025 1.629 1.130
C: 3.297 2.250 3.729
F: 4.124 3.288 3.516
F: 2.559 2.485 4.834
F: 4.025 1.128 3.915
C: 1.085 0.629 2.516
C: 1.397 -0.643 1.996
C: 0.671 -1.715 2.539
N: 1.035 -3.060 2.598
O: 1.956 -3.694 2.118
O: 0.060 -3.684 3.439
N: -0.825 -2.773 3.942
C: -0.407 -1.568 3.440
C: -0.803 -0.232 3.805
N: -1.999 0.027 4.582
O: -2.795 -0.890 4.860
O: -2.211 1.212 4.920
C: -0.026 0.836 3.344
H: 2.320 -0.770 1.424
H: -0.321 1.828 3.654

The HOMO-LUMO gap comes out at 0.234 Ha. The value obtained for the total energy is -61987.767 eV. The LUMO energy is -2.61 eV. As for the net charge: 0. The calculation puts the HOMO energy at -8.980 eV.

Atomic partial charges in e from the Löwdin method, atoms 1 to 5: -0.113 -0.576 -0.138 1.075 -0.576